No. 1
Formula: C17H51F3N22O15S
Source: OMol25
Level of theory: ωB97M-V/def2-TZVPD

The geometry in XYZ format:
```
109
Properties=species:S:1:pos:R:3:lowdin_charge:R:1
C 1.7803 -0.9384 3.1278 -0.11
N 1.3258 -0.9680 1.7266 -0.09
C -0.0404 -1.4667 1.6334 -0.24
C -1.1258 -0.6051 2.2957 -0.30
C -2.4708 -1.3363 2.0698 -0.06
C -3.7556 -0.5008 1.9304 -0.34
O -4.3409 -0.6085 0.6296 -0.05
N -3.3819 -0.4369 -0.4432 0.02
O -3.7431 0.3757 -1.1819 0.14
C -4.8361 -1.0943 2.8584 -0.54
F -4.4416 -1.0184 4.1515 0.15
F -5.0824 -2.3855 2.5783 0.17
F -6.0067 -0.4331 2.7505 0.15
C -3.5707 0.9744 2.2757 -0.11
O -2.5665 1.5125 1.4228 -0.21
S -1.0432 1.1288 1.8075 0.68
O -0.6845 1.8779 2.9837 -0.25
O -0.3377 1.3158 0.5725 -0.27
H 2.0013 -1.9408 3.5193 0.08
H 1.0346 -0.4900 3.7860 0.06
H 2.6914 -0.3374 3.1952 0.07
H 1.8934 -1.6635 1.2518 0.11
H -0.3035 -1.6650 0.5854 0.12
H -0.1340 -2.4268 2.1780 0.13
H -0.9240 -0.6095 3.3709 0.10
H -2.5998 -1.9946 2.9363 0.12
H -2.3693 -1.9998 1.2069 0.13
H -4.5004 1.5083 2.0521 0.15
H -3.3336 1.1324 3.3364 0.15
N -6.2835 -3.9371 -2.8848 0.16
C -6.6152 -3.8400 -1.5643 -0.68
N -5.9622 -2.8529 -0.8694 0.16
O -7.4261 -4.5748 -1.0289 0.02
H -5.5707 -3.3834 -3.3256 0.06
H -6.7406 -4.6524 -3.4180 0.10
H -6.1289 -2.7964 0.1177 0.08
H -5.3163 -2.2172 -1.2945 0.06
N 6.0060 -0.8259 0.7750 0.16
C 5.7573 -0.7838 2.1131 -0.68
N 6.5309 0.0824 2.8221 0.16
O 4.8828 -1.4700 2.6335 -0.02
H 6.6802 -0.2369 0.3244 0.09
H 5.4534 -1.4375 0.2060 0.09
H 6.3684 0.1360 3.8092 0.10
H 7.2539 0.6583 2.4153 0.05
N 10.5083 3.3007 1.7333 0.16
C 9.2846 2.9127 2.1737 -0.67
N 8.4269 3.9434 2.4253 0.16
O 8.9713 1.7368 2.3351 0.00
H 10.7297 4.2767 1.6171 0.05
H 11.1804 2.5861 1.5309 0.10
H 7.5071 3.7171 2.7522 0.10
H 8.6981 4.9017 2.2859 0.06
N -0.2592 -4.1730 6.0377 0.16
C -1.0061 -3.1712 5.4942 -0.65
N -2.3606 -3.3082 5.6195 0.17
O -0.4897 -2.2143 4.9343 0.03
H -0.6532 -4.9671 6.5045 0.10
H 0.7380 -4.0942 5.9608 0.11
H -2.9385 -2.5727 5.2576 0.08
H -2.7964 -4.0857 6.0776 0.10
N -0.8643 -3.3808 -4.1057 0.17
C -1.8212 -2.6322 -3.5112 -0.68
N -1.4030 -1.7320 -2.5732 0.17
O -3.0161 -2.7287 -3.7909 -0.01
H 0.1136 -3.2853 -3.9076 0.10
H -1.1454 -4.0300 -4.8173 0.11
H -2.1368 -1.2055 -2.1433 0.04
H -0.4497 -1.5854 -2.2989 0.10
N -5.3470 -1.2622 -5.4349 0.15
C -6.4305 -0.5748 -5.9048 -0.69
N -7.1388 0.1144 -4.9539 0.14
O -6.7480 -0.5695 -7.0800 0.02
H -5.0615 -1.2726 -4.4738 0.06
H -4.7966 -1.7779 -6.0956 0.10
H -7.9404 0.6284 -5.2660 0.10
H -6.8972 0.1233 -3.9819 0.08
N 1.8831 -1.3828 -7.4706 0.15
C 0.7581 -1.8910 -6.8834 -0.68
N -0.1821 -0.9702 -6.5124 0.16
O 0.6012 -3.0861 -6.6989 0.01
H 2.0301 -0.4051 -7.6307 0.09
H 2.5885 -2.0375 -7.7514 0.10
H -1.0173 -1.3184 -6.0781 0.09
H -0.0796 0.0159 -6.6559 0.09
N -9.7815 2.0204 -0.0416 0.14
C -8.9816 1.8933 1.0627 -0.69
N -8.3035 0.7092 1.1595 0.16
O -8.8788 2.7727 1.8985 0.02
H -9.8857 1.3050 -0.7348 0.09
H -10.2925 2.8771 -0.1393 0.10
H -7.7170 0.5849 1.9619 0.07
H -8.3675 -0.0264 0.4815 0.09
N 11.7665 7.9277 1.0642 0.16
C 10.5713 7.4442 1.4991 -0.65
N 9.6217 8.3752 1.7894 0.16
O 10.3642 6.2423 1.6214 0.01
H 11.9601 8.9048 0.9562 0.10
H 12.4821 7.2607 0.8440 0.11
H 8.7317 8.0454 2.1120 0.11
H 9.7708 9.3616 1.6966 0.10
N 2.9848 0.9326 -0.8809 0.17
C 3.8862 0.7986 -1.8915 -0.68
N 3.6621 1.5834 -2.9949 0.14
O 4.8313 0.0289 -1.8270 0.01
H 2.1921 1.5454 -0.9158 0.09
H 3.1048 0.3600 -0.0630 0.09
H 4.3166 1.5083 -3.7500 0.10
H 2.8979 2.2270 -3.0660 0.09
```

Computed properties:
**Max |F|**: 0.95 eV/A
**Frontier orbital gap**: 7.77 eV
**HOMO level**: -8.908 eV
**SMILES string**: CNC[C@@H]1C[C@@](ON=O)(C(F)(F)F)COS1(=O)=O.NC(N)=O.NC(N)=O.NC(N)=O.NC(N)=O.NC(N)=O.NC(N)=O.NC(N)=O.NC(N)=O.NC(N)=O.NC(N)=O

***

No. 2
Formula: C17H52InO20
Source: OMol25
Level of theory: ωB97M-V/def2-TZVPD

The geometry in XYZ format:
```
90
Properties=species:S:1:pos:R:3:lowdin_charge:R:1
In 0.9767 4.0899 4.5435 1.12
C -0.3628 2.0266 0.0133 0.26
C -0.2358 0.7381 -0.5901 -0.29
C 0.5698 -0.3069 0.1344 -0.26
O 0.7174 -1.4580 -0.2455 0.12
C 1.1802 0.0364 1.3834 0.26
C 0.9734 1.3015 2.0501 -0.30
C 0.1471 2.3453 1.3286 -0.28
O -0.0691 3.3858 1.9314 -0.01
O 1.4520 1.5615 3.1331 0.06
O -0.7086 0.5943 -1.7061 0.14
H -0.8732 2.8302 -0.5084 0.16
H 1.6371 -0.7597 1.9672 0.13
C -1.1776 1.2424 -5.3771 -0.11
O -2.1125 0.6094 -6.2290 -0.17
C -2.0446 -0.7835 -6.3672 -0.19
C -2.6516 -1.5539 -5.2121 -0.24
O -3.9741 -1.9216 -5.4887 -0.16
C -4.5818 -2.5691 -4.3995 -0.10
H -1.3839 2.2918 -5.5955 0.10
H -0.1382 1.0797 -5.6750 0.09
H -1.3363 1.0562 -4.3100 0.06
H -1.0379 -1.1549 -6.6022 0.12
H -2.5977 -1.0572 -7.2690 0.14
H -2.5750 -0.9620 -4.2877 0.09
H -2.0660 -2.4734 -5.0488 0.13
H -5.5889 -2.8699 -4.6836 0.09
H -4.6734 -1.9016 -3.5342 0.08
H -4.0408 -3.4743 -4.1002 0.10
C 2.3799 -4.8328 5.9735 -0.10
O 1.7194 -3.5946 6.1344 -0.16
C 1.4080 -3.0167 4.9026 -0.25
C 0.8116 -1.6375 5.1123 -0.19
O 1.4869 -0.8395 6.0695 -0.15
C 2.7922 -0.4962 5.6844 -0.12
H 1.7995 -5.5889 5.4288 0.09
H 2.5047 -5.2618 6.9666 0.09
H 3.3393 -4.6731 5.4720 0.09
H 0.6348 -3.6059 4.3885 0.12
H 2.2674 -3.0038 4.2141 0.11
H -0.1840 -1.7609 5.5460 0.14
H 0.6841 -1.0802 4.1718 0.10
H 3.4294 -1.3885 5.6317 0.10
H 3.2185 0.0694 6.5130 0.09
H 2.8424 0.0752 4.7515 0.06
O 3.2308 4.0476 2.6379 -0.12
H 3.2199 4.8848 2.1570 0.06
H 3.4533 3.3932 1.9658 0.06
O 3.2895 2.6884 5.4739 -0.15
H 3.7201 1.9861 4.9753 0.03
H 3.9904 3.0729 6.0136 0.07
O 0.9885 2.6927 -3.2187 -0.05
H 0.3851 2.1606 -2.6959 -0.03
H 0.6738 3.6128 -3.1111 0.00
O -1.8421 3.1174 4.4523 -0.14
H -2.3833 3.3815 3.6991 0.05
H -2.4261 3.2101 5.2151 0.06
O 0.0742 5.3459 -2.6549 -0.06
H 0.7514 5.9926 -2.8790 0.06
H -0.0992 5.4852 -1.7006 0.00
O -1.6909 -2.0320 -2.0214 -0.03
H -1.4096 -1.4592 -2.7426 0.00
H -1.0554 -1.8526 -1.3256 0.00
O -0.2309 -3.0286 1.9620 -0.02
H 0.1219 -2.5146 1.2238 -0.01
H -0.8967 -2.4702 2.3806 0.05
O -0.1239 5.5359 0.0670 -0.03
H 0.3484 6.0931 0.6926 0.07
H -0.3115 4.7129 0.5435 0.01
O -3.5296 -0.7317 0.0438 -0.06
H -2.8726 -0.9975 -0.6113 -0.02
H -3.6119 0.2253 -0.0936 0.01
C -4.4170 1.1008 -2.8281 -0.10
O -3.6553 1.5790 -1.7043 -0.15
H -3.7910 0.6939 -3.6256 0.06
H -5.0505 0.2961 -2.4632 0.08
H -4.9921 1.9122 -3.2740 0.09
H -2.7731 1.7734 -2.0330 0.04
C 0.9978 -1.6102 -4.2334 -0.15
O 1.6430 -2.4658 -5.1733 -0.10
H 1.2063 -0.5603 -4.4325 0.08
H -0.0735 -1.8364 -4.3214 0.05
H 1.2394 -1.9037 -3.2097 0.07
H 1.8178 -1.9567 -5.9683 0.08
C 3.7894 -2.5626 1.3865 -0.15
O 3.5514 -2.4570 -0.0150 -0.10
H 2.9937 -3.1220 1.8954 0.07
H 4.7467 -3.0443 1.5531 0.09
H 3.7973 -1.5655 1.8638 0.06
H 2.6481 -2.1307 -0.0815 0.02
```

Computed properties:
**Max |F|**: 1.61 eV/A
**Frontier orbital gap**: 2.36 eV
**Charge**: +1
**HOMO level**: -11.317 eV

***

No. 3
Formula: C17H52N4O9
Source: OMol25
Level of theory: ωB97M-V/def2-TZVPD

The geometry in XYZ format:
```
82
Properties=species:S:1:pos:R:3:lowdin_charge:R:1
N 2.4684 1.6672 -2.9067 0.16
C 3.3605 2.6513 -2.8153 -0.55
N 3.0928 3.6396 -3.6027 0.12
O 4.3488 2.7437 -1.8390 -0.09
H 2.6483 0.7635 -2.5101 0.06
H 1.9836 1.6119 -3.7420 0.11
H 3.7660 4.3587 -3.5065 0.14
H 2.8482 3.4434 -4.5897 0.17
N 0.9290 4.5436 -2.4913 0.13
C 0.2591 3.8518 -1.5855 -0.66
N 0.4884 2.5676 -1.4859 0.17
O -0.6153 4.5884 -0.9065 -0.11
H 0.9213 5.5252 -2.3845 0.09
H 1.7557 4.0648 -3.0030 0.04
H 0.0835 2.1144 -0.6148 0.09
H 1.3203 2.2028 -2.0011 0.03
C -1.1373 -2.3039 -3.8704 -0.03
C -0.7069 -2.4687 -2.3819 -0.63
C -1.3143 -1.2520 -1.5481 -0.04
O -1.1576 -3.5070 -1.8894 0.02
H -2.2090 -2.3830 -4.1470 0.09
H -0.5327 -3.0134 -4.4559 0.08
H -0.7854 -1.3048 -4.1634 0.07
H 0.3766 -2.2813 -2.2185 0.10
H -2.3510 -1.2367 -1.7514 0.07
H -0.8358 -0.4008 -2.0527 0.07
H -0.9901 -1.2477 -0.5305 0.04
H -0.7891 -3.5883 -0.9543 0.11
C 1.3739 -3.2836 0.1553 -0.06
C 0.8176 -4.5084 0.8292 -0.63
C 0.3494 -4.2001 2.2476 -0.03
O -0.2252 -5.0129 0.2987 0.02
H 2.3117 -3.0236 0.7194 0.11
H 0.6894 -2.3658 0.1471 0.09
H 1.9078 -3.5314 -0.8080 0.10
H 1.5976 -5.2319 0.8031 0.14
H 1.1676 -4.1614 2.9479 0.07
H -0.1805 -5.1262 2.5893 0.10
H -0.3132 -3.2503 2.3011 0.10
H 0.0972 -5.2467 -0.5442 0.10
C 0.1257 -0.1405 2.4223 -0.04
C 0.5883 0.8787 1.4857 -0.61
C 1.4508 0.3357 0.3264 -0.02
O -0.2498 1.7109 1.0999 0.01
H -0.4364 -0.8272 1.8343 0.05
H -0.6183 0.2396 3.1434 0.10
H 0.8554 -0.8174 2.7974 0.09
H 1.2999 1.3445 2.1449 0.15
H 2.1377 1.0916 -0.0380 0.08
H 0.8311 0.0045 -0.5387 0.07
H 2.0487 -0.4669 0.6437 0.05
H -0.1122 2.5047 1.5959 0.10
C -4.7429 0.1724 1.4733 -0.04
C -3.3353 0.3468 1.0633 -0.70
C -3.2443 1.0545 -0.2981 -0.05
O -2.6864 1.0240 1.8606 -0.01
H -5.3147 1.0898 1.2396 0.09
H -4.9252 -0.0290 2.5875 0.10
H -5.2040 -0.5868 0.8484 0.08
H -2.8182 -0.6350 1.0453 0.13
H -3.7858 2.0833 -0.2924 0.12
H -3.6931 0.4246 -1.0898 0.06
H -2.2342 1.2394 -0.7966 0.07
H -1.7772 1.2513 1.5634 0.07
C 4.1714 -1.2862 -1.6591 -0.11
O 2.8726 -0.7743 -1.9474 -0.20
H 4.3108 -0.9527 -0.5885 0.10
H 5.0183 -0.8167 -2.1939 0.09
H 4.1699 -2.3588 -1.9633 0.09
H 2.2175 -1.5117 -1.9182 0.07
C 0.4825 5.0729 2.4358 -0.14
O -0.2922 4.0001 2.9328 -0.13
H 1.5211 4.8392 2.3070 0.08
H 0.4062 5.9218 3.0186 0.05
H 0.0655 5.4166 1.4690 0.08
H -0.8524 4.2747 3.7117 0.12
C -2.2280 -2.1608 4.4781 -0.19
O -3.4554 -1.8659 3.9605 -0.11
H -1.9576 -3.2357 4.5248 0.10
H -2.3694 -1.8949 5.5265 0.08
H -1.5265 -1.4793 4.1505 0.03
H -3.5330 -0.8899 3.8952 0.08
```

Computed properties:
**Max |F|**: 11.62 eV/A
**Frontier orbital gap**: 8.32 eV
**Energy above the lowest of the compared OMol25 structures with the same formula, charge and spin**: 193.3 kcal/mol
**HOMO level**: -8.306 eV
**SMILES string**: NC(N)=O.NC(N)=O.CC(C)O.CC(C)O.CC(C)O.CC(C)O.CO.CO.CO

***

Number 1: LUMO energy -1.14 eV. Number 2: LUMO energy -8.96 eV. Number 3: LUMO energy 0.01 eV.